The following is a quantum chemistry calculation of C4H6N3O2STc as an isolated structure in a non-equilibrium geometry, from the OMol25 dataset.

LUMO level (alpha / beta) ... -0.5366 / -0.5995 hartree
Energy relative to the best compared isomer or geometry (same formula, charge and spin) ... 8.2 kcal per mole
Expectation value of S² ... 3.800
Total charge ... +3
2S+1 ... 4
Kohn-Sham gap (alpha / beta) ... 7.992 / 6.162 eV

CARTESIAN COORDINATES (ANGSTROEM)
Tc 0.485 -1.191 -1.100
N 0.070 0.422 2.651
C 0.148 0.297 1.372
O 0.461 -0.852 0.846
C -0.137 1.389 0.383
C 0.478 0.996 -0.953
H 0.239 -0.365 3.273
H -0.148 1.308 3.097
H 0.263 2.354 0.709
H -1.224 1.503 0.324
H 1.522 1.303 -1.033
H -0.085 1.367 -1.814
O 3.363 -1.625 -1.349
N 2.296 -1.389 -1.195
S -3.895 -2.311 -2.142
C -2.459 -1.800 -1.703
N -1.379 -1.407 -1.366